Molecular formula: C25H26F6IrN5O5S4Si
Method: DFT, ωB97M-V/def2-TZVPD

Last column: Löwdin spin population.
Positions of all 73 atoms, in Å:
Ir 1.0435 0.4863 0.3538  0.031
C 3.4209 -2.3222 4.3668  0.000
S 4.1854 -1.5110 2.9470  0.000
C 2.8988 -0.4990 2.4454  0.000
S 3.2209 0.5632 1.0630  0.000
N 1.7455 -0.4761 3.0529  0.000
N 0.9775 0.4351 2.3405  -0.002
C 0.3026 1.3355 2.9470  0.002
C -0.1557 2.4200 2.0833  0.000
C -0.9002 3.5032 2.5027  0.000
C -1.1763 4.5092 1.5882  0.000
C -0.6916 4.3995 0.2951  0.000
C 0.0305 3.2749 -0.0692  0.002
N 0.2880 2.3012 0.8065  0.001
H 4.1988 -2.9451 4.8023  0.000
H 2.5858 -2.9358 4.0339  0.000
H 3.0848 -1.5859 5.0910  0.000
H 0.2205 1.3450 4.0264  0.000
H -1.2522 3.5471 3.5236  0.000
H -1.7648 5.3673 1.8823  0.000
H -0.8584 5.1775 -0.4357  0.000
H 0.4142 3.1379 -1.0699  0.001
C 1.2992 2.4683 -3.8120  0.010
Si 1.8832 0.9230 -2.9308  0.027
C 3.4585 1.3242 -2.0515  -0.002
C 2.1114 -0.5100 -4.1014  0.007
N 0.5761 0.5593 -1.6962  0.360
C -0.6446 0.1731 -2.0803  0.066
C -0.9933 -0.0560 -3.4513  0.103
C -2.2347 -0.4880 -3.8132  0.006
C -3.2132 -0.7169 -2.8324  0.177
C -2.9453 -0.4744 -1.4970  -0.015
C -1.6957 -0.0233 -1.1252  0.144
O -1.3715 0.2788 0.1572  0.059
C -2.3949 0.6441 1.0624  0.002
C -3.2313 1.6913 0.7066  0.002
C -4.1690 2.1378 1.6226  0.000
C -4.2514 1.5494 2.8794  0.002
C -3.4004 0.5067 3.2113  -0.001
C -2.4578 0.0383 2.3006  0.002
H 1.8309 2.5609 -4.7621  0.001
H 1.5352 3.3646 -3.2331  0.000
H 0.2306 2.4766 -4.0318  0.001
H 4.1646 1.6883 -2.8033  0.000
H 3.9030 0.4509 -1.5736  0.000
H 3.3408 2.1101 -1.3031  0.000
H 3.1727 -0.7481 -4.1808  0.000
H 1.7498 -0.2663 -5.1021  0.000
H 1.5949 -1.4091 -3.7616  0.000
H -0.2424 0.0907 -4.2109  0.004
H -2.4617 -0.6685 -4.8544  -0.002
H -4.1890 -1.0842 -3.1187  0.009
H -3.6986 -0.6533 -0.7435  -0.003
H -3.1465 2.1496 -0.2709  0.000
H -4.8350 2.9471 1.3544  0.000
H -4.9858 1.8985 3.5924  0.000
H -3.4703 0.0367 4.1832  0.000
H -1.7965 -0.7803 2.5341  0.000
F 3.7035 -3.7764 -0.4839  0.000
C 2.7621 -3.4890 -1.3633  0.000
F 3.2368 -2.6018 -2.2380  0.000
F 2.3888 -4.5813 -2.0072  0.000
S 1.2840 -2.7516 -0.5333  0.000
O 1.8379 -1.4201 -0.1752  0.004
O 0.1953 -2.7208 -1.4673  0.001
N 1.1732 -3.7386 0.6683  0.000
S -0.0913 -3.5382 1.6171  0.000
O 0.1298 -4.1249 2.8949  0.000
O -0.5496 -2.1677 1.5457  0.000
C -1.4725 -4.5284 0.8152  0.000
F -1.0101 -5.2800 -0.1738  0.000
F -2.0360 -5.3045 1.7290  0.000
F -2.3923 -3.6947 0.3320  0.000

As for the LUMO energy (alpha / beta): -0.15367 / -0.18616 hartree. The calculation puts the frontier orbital gap (alpha / beta) at 7.086 / 6.383 eV. Its net charge is +1. For the highest occupied orbital energy (alpha / beta), the calculation gives -11.27 / -11.45 eV. Its spin multiplicity is 2. The calculation puts the calculated total energy at -4203.81714 Eh. Its energy relative to the best compared isomer or geometry (same formula, charge and spin) is 0.6784 eV. As for the expectation value of S²: 0.786.